Formula: C56H99F15O31
Source: OMol25
Level of theory: ωB97M-V with the def2-TZVPD basis set

The spin multiplicity is 2. As for the total charge: +1. The value obtained for the LUMO energy (spin up / spin down) is -2.5 / -8.6 eV. The total energy is -163887.835 eV. The HOMO energy (spin up / spin down) comes out at -11.37 / -11.37 eV.

```
201
Properties=species:S:1:pos:R:3:forces:R:3
C 29.3188 -3.6272 13.5461 -1.51 -1.47 -0.90
O 28.7397 -4.8416 14.1712 0.48 1.64 -0.43
C 29.2634 -5.0301 15.4579 0.08 0.73 1.76
C 28.1611 -5.1479 16.5653 1.48 -0.80 -0.82
O 27.7484 -3.8768 17.0580 -3.03 -0.39 0.16
C 26.2867 -3.8777 17.3566 0.40 1.94 -2.64
C 25.4224 -3.4139 16.0817 0.96 -1.32 -0.37
O 25.6880 -2.1211 15.6850 0.87 2.23 2.42
C 25.2422 -1.6430 14.4483 -0.05 -1.66 -0.77
H 30.2995 -3.8364 13.1188 0.52 0.27 1.03
H 29.1219 -2.7439 14.1536 0.71 -0.15 0.23
H 28.7770 -3.4653 12.6143 -0.58 -0.13 0.11
H 29.8547 -4.1764 15.7891 0.23 0.26 -0.25
H 29.9544 -5.8725 15.4881 -0.25 -0.39 0.02
H 28.5078 -5.6985 17.4398 0.54 -0.26 -0.07
H 27.4822 -5.8367 16.0626 -1.26 0.57 0.19
H 25.9605 -3.0665 18.0075 1.09 0.20 0.65
H 25.9055 -4.7983 17.7985 0.31 -0.38 -0.40
H 24.3832 -3.5519 16.3805 -0.52 -0.10 -0.05
H 25.6461 -3.9764 15.1753 -0.13 -1.14 0.16
H 25.1502 -0.5628 14.3348 0.06 -0.07 0.81
H 24.2985 -2.1425 14.2294 -0.38 0.29 -0.34
H 25.9674 -1.9892 13.7119 -0.01 0.06 -0.47
C 17.8262 -2.4904 20.7187 -0.46 0.33 -0.14
O 18.1132 -1.8811 19.4484 0.32 -1.55 1.38
C 17.1349 -1.7858 18.4234 -0.29 2.13 0.39
C 17.7103 -2.2745 17.1065 -1.51 -0.35 -0.57
O 16.7227 -2.6465 16.0842 0.35 0.26 0.60
C 15.8808 -3.8146 16.2858 0.99 0.62 -0.69
C 15.2875 -4.3704 14.9348 1.83 0.57 0.14
O 16.2559 -4.8733 13.9603 -0.03 1.22 0.49
C 16.9409 -3.8881 13.0723 -1.20 -0.72 1.11
H 17.3578 -3.4742 20.6895 0.54 -0.37 -0.60
H 17.1079 -1.9669 21.3498 -0.23 0.84 -0.30
H 18.7379 -2.4622 21.3154 0.16 -0.40 -0.27
H 17.0878 -0.6968 18.4188 -0.57 0.26 -0.87
H 16.0892 -2.0348 18.6041 0.20 -1.00 0.53
H 18.4101 -3.0726 17.3544 0.09 -0.35 -0.34
H 18.2235 -1.3962 16.7151 0.21 -0.47 -0.54
H 15.0445 -3.6073 16.9534 -0.26 0.31 -0.02
H 16.5057 -4.5248 16.8274 -0.03 -0.62 -0.33
H 14.6591 -3.6412 14.4233 -0.05 0.28 0.27
H 14.6502 -5.1784 15.2941 0.11 -0.38 -0.53
H 17.4333 -4.5322 12.3437 0.10 0.33 0.09
H 17.6028 -3.1934 13.5894 0.34 -0.55 0.36
H 16.2442 -3.2065 12.5843 -0.48 -0.37 -0.21
C 22.5395 3.3631 21.3740 -0.03 0.55 0.27
O 22.6194 3.0282 22.7670 0.25 -2.87 -0.33
C 22.8500 1.5686 23.0559 0.37 1.40 0.52
C 21.8171 0.5262 22.6568 -1.15 1.56 1.00
O 20.5671 0.9210 23.2695 0.16 -1.15 -0.74
C 19.5108 -0.0464 23.0269 0.78 1.90 0.08
C 19.3921 -1.1742 24.0070 0.39 -1.50 0.74
O 19.9486 -2.4844 23.5687 0.30 1.26 -0.02
C 20.0552 -3.5258 24.5619 -0.93 1.41 -0.04
H 22.5111 2.5306 20.6709 -0.30 -0.31 0.25
H 23.3678 3.9823 21.0296 0.48 -0.08 0.41
H 21.6743 4.0147 21.2518 -0.29 -0.33 -0.11
H 22.9600 1.4678 24.1356 -0.43 0.64 0.17
H 23.8494 1.2526 22.7571 0.13 0.14 -0.82
H 22.0653 -0.4144 23.1485 0.60 -0.35 -0.53
H 21.6837 0.4736 21.5763 -0.01 -0.38 -0.19
H 19.5212 -0.3135 21.9702 -0.06 -0.43 -0.05
H 18.6404 0.5874 23.1966 -0.23 -0.18 -0.16
H 18.3308 -1.1833 24.2551 -0.36 -1.07 -0.29
H 19.8114 -0.9086 24.9774 0.61 0.18 -0.09
H 20.5611 -4.3847 24.1209 -0.50 -0.06 -0.22
H 19.0279 -3.6729 24.8953 0.08 -0.94 0.07
H 20.6263 -3.2755 25.4560 0.30 0.57 -0.02
C 17.4477 -6.5019 18.9841 0.85 0.27 -0.16
O 18.8260 -6.0667 19.2765 -0.11 -1.22 -0.62
C 19.7553 -7.0794 18.7938 -1.64 0.38 2.20
C 21.1909 -6.5870 19.0400 0.14 -0.39 -1.42
O 21.5652 -6.1763 20.3659 -0.83 0.93 -1.08
C 21.1782 -4.8756 20.7010 0.02 -0.86 1.60
C 22.0052 -3.7415 19.9542 1.88 0.79 0.02
O 23.2674 -3.3918 20.5993 -1.77 -1.81 -1.64
C 24.2328 -4.4065 20.2992 0.76 -0.26 0.97
H 16.7614 -5.9501 19.6264 0.20 0.23 -0.30
H 17.2659 -7.5614 19.1643 0.39 -0.10 0.24
H 17.2819 -6.3360 17.9196 -0.27 0.23 0.02
H 19.5165 -7.3441 17.7638 0.70 0.39 -0.41
H 19.5211 -7.9773 19.3656 0.34 -0.25 0.22
H 21.2707 -5.8130 18.2766 0.37 0.87 0.40
H 21.9216 -7.3312 18.7231 -0.18 -0.30 0.38
H 21.2363 -4.8403 21.7889 0.74 0.41 0.02
H 20.1164 -4.6805 20.5508 -0.30 0.04 -1.11
H 21.4030 -2.8447 19.8087 -0.05 -0.07 0.60
H 22.2726 -4.1345 18.9733 -0.28 -0.18 -0.17
H 23.9123 -5.3526 20.7352 -0.43 -0.34 0.40
H 25.1843 -4.1713 20.7762 -0.39 0.38 -0.02
H 24.4748 -4.6994 19.2775 -0.72 0.86 -0.53
C 26.0713 -7.9180 24.6427 -0.33 1.09 -1.69
C 24.6208 -8.3926 24.5129 0.86 -1.76 4.13
O 24.1609 -8.7288 23.2343 0.14 0.30 -1.49
C 23.1152 -9.5240 23.0731 -1.39 -0.52 4.13
O 22.4368 -10.0272 23.9727 1.68 1.34 -2.25
C 22.8306 -9.8637 21.6511 -0.84 -2.01 -2.56
F 23.1747 -9.0389 20.6784 0.07 2.23 -0.06
F 23.5544 -10.9407 21.3160 0.06 -1.02 0.85
F 21.5236 -10.1606 21.4392 0.79 0.35 0.67
H 26.7470 -8.7478 24.4351 -0.01 0.16 -0.17
H 26.3761 -7.4783 25.5923 -0.67 -0.29 0.23
H 26.2242 -7.1202 23.9159 0.48 0.05 -0.20
H 23.8734 -8.0325 25.2199 -0.43 1.59 -0.96
H 24.7440 -9.2584 25.1636 -0.37 -1.36 -0.74
C 24.6554 -8.0334 15.0132 0.93 -1.53 -0.14
C 23.6869 -7.0455 15.5400 3.46 0.66 3.44
O 22.6670 -6.8590 14.7318 -5.49 1.55 -3.97
C 21.7542 -5.8873 14.9590 2.21 1.75 3.51
O 21.9067 -5.0726 15.9570 -1.48 -3.61 -4.71
C 20.5313 -5.8951 13.8890 -0.11 0.89 1.44
F 19.5095 -6.6458 14.4177 1.45 0.27 -0.98
F 20.0840 -4.6311 13.8786 0.24 -0.52 -0.38
F 20.8602 -6.2619 12.6390 -0.35 -0.02 1.66
H 25.4643 -7.4647 14.5544 -0.30 -0.45 -1.02
H 24.1671 -8.8051 14.4182 0.30 0.21 -0.45
H 25.2372 -8.5848 15.7518 -0.47 0.05 0.62
H 24.3626 -6.1902 15.5368 -0.76 0.97 0.79
H 23.2700 -7.2120 16.5333 0.45 -0.21 0.40
C 19.2216 -6.1974 27.1703 -0.89 1.62 -1.04
C 18.3692 -6.9794 26.1554 0.47 -2.16 0.25
O 18.0531 -6.2945 24.9331 -0.19 0.86 -3.03
C 17.1881 -6.8700 24.0135 -2.35 -2.44 3.38
O 16.3760 -7.7652 24.3551 3.07 3.03 -1.75
C 17.0823 -6.3240 22.4990 2.00 -1.06 2.56
F 17.5417 -7.3496 21.7087 1.00 1.64 0.48
F 15.8496 -6.2362 22.1718 -1.62 1.26 -0.34
F 17.7391 -5.0950 22.4170 -0.76 -2.22 -0.79
H 19.9514 -5.6156 26.6073 0.01 0.13 -0.31
H 19.8714 -6.7349 27.8608 -0.78 -0.64 -0.03
H 18.6053 -5.4516 27.6723 0.16 -0.12 0.40
H 17.4251 -7.4506 26.4288 0.20 0.28 0.92
H 19.0374 -7.8001 25.8944 -0.21 -0.34 -0.45
C 17.6560 -11.7400 15.9659 -0.01 1.06 1.35
C 17.7218 -10.2948 16.4653 1.55 0.71 -0.64
O 16.5816 -9.5410 16.0654 -3.60 0.25 1.63
C 15.5053 -9.3821 16.9710 2.19 -0.81 0.67
O 15.6441 -9.4308 18.1797 -0.58 0.08 -2.39
C 14.1312 -9.0527 16.2400 1.97 0.19 1.07
F 14.3220 -7.8810 15.6478 0.01 0.39 -1.10
F 13.7442 -9.9878 15.3932 0.09 0.10 -0.17
F 13.2244 -8.8543 17.1559 -0.99 -0.35 0.70
H 16.9482 -11.6624 15.1406 0.37 -0.92 -0.19
H 17.3382 -12.3550 16.8078 -0.63 -0.22 -0.36
H 18.6710 -12.0890 15.7758 -0.18 0.05 -0.70
H 18.4513 -9.7062 15.9091 0.57 -0.46 -0.11
H 18.0368 -10.1886 17.5034 -0.71 0.01 0.25
C 26.4411 -7.4243 19.4898 -0.81 -0.60 1.43
C 26.7120 -8.8880 19.7804 1.56 -0.19 -1.35
O 28.1059 -9.1097 20.1455 2.71 -0.74 -0.46
C 29.2166 -9.2274 19.2674 -4.54 2.44 -4.13
O 29.1572 -9.0170 18.0419 -0.03 -0.64 3.75
C 30.4902 -9.6691 19.8775 0.34 -0.61 3.13
F 30.7117 -9.0526 21.0837 -0.39 -0.64 -0.95
F 30.2748 -10.9847 20.0738 0.36 -0.20 0.40
F 31.5763 -9.5334 19.1829 0.20 0.38 -0.93
H 26.9686 -6.9096 18.6866 -0.13 -0.48 -0.04
H 26.5792 -6.9212 20.4468 0.36 0.44 -0.06
H 25.3562 -7.4799 19.4014 -0.30 0.68 -0.70
H 26.4415 -9.5244 18.9378 0.24 0.00 -0.20
H 26.1207 -9.2510 20.6210 0.31 0.23 0.18
C 21.3564 -1.8542 16.6333 -0.96 -1.20 0.28
C 21.5822 -0.6657 17.5295 -0.17 -2.17 1.01
C 22.8298 -0.8452 18.4992 -0.55 -0.28 0.05
O 23.8425 -0.1379 17.8321 -0.24 0.07 -0.32
C 23.2145 0.7391 17.0392 1.90 3.86 -0.35
O 23.7256 1.7857 16.7136 -0.58 -1.58 -0.27
O 21.9454 0.4345 16.8057 0.66 1.28 -1.27
H 20.9671 -2.7185 17.1714 0.39 -0.17 0.84
H 22.2273 -2.2472 16.1087 -0.02 0.49 -0.28
H 20.4546 -1.7542 16.0292 0.51 0.69 -0.80
H 20.6281 -0.3547 17.9551 0.13 -0.52 0.87
H 23.2874 -1.8257 18.6311 -0.82 -0.31 -0.03
H 22.6742 -0.3745 19.4699 -0.18 -0.07 0.19
C 27.3728 -4.0034 22.0883 -0.25 0.25 -0.70
C 28.6905 -4.2765 21.4175 0.36 -1.49 0.13
C 29.7899 -3.3080 21.6325 0.25 1.39 -1.57
O 30.9432 -4.0422 22.2124 -0.37 3.68 -1.11
C 30.5976 -5.2620 22.4624 -2.48 -1.52 1.89
O 31.1329 -6.0447 23.2065 -0.69 0.89 -2.01
O 29.2930 -5.4058 21.9279 1.00 -4.03 1.57
H 26.6279 -4.7765 21.8998 0.41 -0.50 0.28
H 26.9594 -3.1572 21.5396 -0.07 0.62 0.45
H 27.4907 -3.8270 23.1575 -0.08 0.13 -0.08
H 28.6063 -4.4841 20.3508 -0.70 0.28 -0.18
H 29.3817 -2.4122 22.1005 1.09 -0.10 1.14
H 29.9071 -2.9963 20.5946 1.68 0.38 0.23
C 23.8701 -3.9149 23.7138 -0.27 1.00 1.11
C 24.7293 -3.0408 24.6537 0.94 -0.45 -0.22
C 25.0761 -1.6512 24.1564 1.71 -0.63 -1.56
O 24.6847 -0.7741 25.1513 -0.37 1.73 0.58
C 24.2657 -1.4340 26.2505 -2.40 1.01 1.34
O 23.7786 -0.9694 27.2700 1.84 -0.83 -2.53
O 24.2588 -2.7270 25.9474 -0.92 -2.05 0.93
H 23.4220 -4.7468 24.2572 0.21 -0.15 -0.03
H 24.5538 -4.2662 22.9410 -0.21 -0.08 0.03
H 23.0615 -3.3222 23.2860 -0.04 -0.01 -0.17
H 25.6460 -3.6097 24.8094 0.12 -0.04 0.08
H 24.7209 -1.4602 23.1437 -0.96 0.51 0.25
H 26.1510 -1.5501 24.0062 0.27 -0.03 0.30
```
Forces are in eV/Å.

Mulliken atomic charge list, values in e, 6 entries:
1. C -0.733
2. O -0.357
3. C -1.145
4. C 0.445
5. O -0.524
6. C 0.331